Entry 1:
ORCA calculation (wB97M-V/def2-TZVPD) on a molecular structure, C48H29I4KN4O5.

Geometry as ORCA input:
```
! RIJCOSX wB97M-V def2-TZVPD def2/J DEFGRID3
* xyz -2 1
K -0.4812 -0.0839 -1.3737
I 5.5606 8.1379 -1.7839
C 4.3455 6.4495 -1.4914
C 4.8665 5.3334 -0.8564
C 4.0601 4.2229 -0.6642
C 2.7286 4.2039 -1.0921
C 2.2412 5.3395 -1.7459
C 3.0358 6.4593 -1.9410
C 1.8865 3.0084 -0.8652
C 0.6335 3.1858 -0.3078
C 0.1239 4.4442 0.2680
C -1.1341 4.2027 0.6705
C -1.4106 2.7752 0.3700
C -2.5504 2.0595 0.8510
C -3.8563 2.6908 0.8851
C -4.9785 2.0741 1.4830
C -6.2169 2.6850 1.5437
C -6.4084 3.9296 0.9650
I -8.2831 4.8633 1.0621
C -5.3675 4.5199 0.2649
C -4.1328 3.9011 0.2075
C -2.3522 0.8072 1.5488
N -1.5226 -0.1661 1.2087
C -1.4294 -1.0230 2.2853
C -0.6119 -2.1276 2.4040
C -0.8724 -3.0356 3.5494
C -2.1292 -3.6237 3.7087
C -2.3909 -4.4667 4.7782
C -1.3864 -4.7286 5.6961
I -1.7729 -6.0002 7.3240
C -0.1279 -4.1680 5.5560
C 0.1227 -3.3287 4.4797
C 0.4769 -2.4958 1.5419
C 1.1687 -3.7569 1.5171
C 2.1226 -3.6486 0.5378
C 1.9880 -2.3278 -0.0090
N 0.9709 -1.6704 0.6060
C 2.8184 -1.7386 -1.0043
C 2.8700 -0.3994 -1.3670
C 3.7851 0.2333 -2.3037
C 3.5483 1.5677 -2.2319
C 2.4775 1.7381 -1.2549
N 2.1095 0.5717 -0.7618
C 3.7959 -2.6381 -1.6834
C 3.6135 -3.0049 -3.0127
C 4.5276 -3.8272 -3.6587
C 5.6331 -4.2868 -2.9652
I 7.0221 -5.5301 -3.9312
C 5.8366 -3.9375 -1.6388
C 4.9169 -3.1158 -1.0065
C -2.2901 -0.5363 3.3627
C -2.8474 0.6059 2.9205
N -0.3377 2.2353 -0.1881
H 5.8908 5.3304 -0.5074
H 4.4614 3.3512 -0.1630
H 1.2248 5.3306 -2.1176
H 2.6378 7.3260 -2.4521
H 0.6920 5.3513 0.4067
H -1.7920 4.8720 1.2019
H -4.8882 1.0795 1.8962
H -7.0388 2.1742 2.0293
H -5.5224 5.4500 -0.2668
H -3.3779 4.3441 -0.4233
H -2.8926 -3.4146 2.9694
H -3.3676 -4.9186 4.8908
H 0.6485 -4.3785 6.2795
H 1.1026 -2.8845 4.3592
H 0.9738 -4.6197 2.1361
H 2.8285 -4.4083 0.2372
H 4.5069 -0.2632 -2.9354
H 4.0402 2.3438 -2.7986
H 2.7438 -2.6413 -3.5460
H 4.3728 -4.1057 -4.6925
H 6.7052 -4.2990 -1.1046
H 5.0626 -2.8314 0.0281
H -2.3587 -0.9735 4.3471
H -3.4720 1.2952 3.4670
O -1.0845 -2.7474 -1.1876
C -2.3876 -3.0085 -1.1449
O -3.0347 -3.1776 -0.1407
C -2.9646 -3.1521 -2.5562
O -2.5638 -2.1602 -3.4533
C -3.2962 -0.9392 -3.3059
C -2.5523 0.2816 -3.9393
O -3.2923 1.1046 -4.5014
O -1.3149 0.3094 -3.7609
H -0.7170 -2.4970 -0.3114
H -4.0533 -3.2202 -2.4580
H -2.5916 -4.1083 -2.9378
H -3.4420 -0.7255 -2.2351
H -4.2828 -1.0485 -3.7655
*
```

Calculated values
Kohn-Sham gap (hartree): 0.1737
Molecular weight (Da): 1288.497
E_LUMO (eV): 2.921
Electronic energy (eV): -115175.1929

Atom charges from the Mulliken analysis, given in e for atoms 1 to 6: number 1, K, carries 1.026; number 2, I, carries 0.013; number 3, C, carries -0.068; number 4, C, carries -0.658; number 5, C, carries -0.358; number 6, C, carries -0.142

=====

Entry 2:
ORCA calculation (wB97M-V/def2-TZVPD) on a gas-phase ion, C5H13N2O (charge -1).

Geometry as ORCA input:
```
! RIJCOSX wB97M-V def2-TZVPD def2/J DEFGRID3
* xyz -1 1
C 2.0766 -2.0228 0.9272
C 1.6319 -0.5740 0.6039
C 0.3194 -0.4801 -0.1859
N 0.5445 -0.7783 -1.6014
C -0.2936 0.9263 0.0592
N -1.4600 1.1486 -0.8367
C -2.6160 1.7389 -0.0117
O -2.4114 2.9532 0.4238
H 2.9052 -1.9881 1.6300
H 2.2217 -2.6164 0.0308
H 1.2029 -2.4522 1.4364
H 1.4961 -0.0506 1.5530
H 2.3979 -0.0952 -0.0093
H -0.4567 -1.1002 0.2780
H 0.0648 -0.0364 -2.0906
H 0.1272 -1.6620 -1.8471
H 0.3712 1.7925 -0.0318
H -0.6785 0.9533 1.0762
H -1.1954 1.8161 -1.5553
H -3.5283 1.5629 -0.6531
H -2.7195 0.9645 0.8044
*
```

Calculated values
Kohn-Sham gap (hartree): 0.2297
Molecular weight (Da): 117.172
Energy above the lowest of the compared OMol25 structures with the same formula, charge and spin (eV): 0.712
SMILES: CC[C@H](N)CNC[O-]
E_LUMO (eV): 3.674
Electronic energy (eV): -10422.9864

Atom charges from the natural (NBO) analysis, given in e for atoms 1 to 6: number 1, C, carries -0.611; number 2, C, carries -0.391; number 3, C, carries -0.069; number 4, N, carries -0.865; number 5, C, carries -0.242; number 6, N, carries -0.724

=====

Entry 3:
ORCA calculation (wB97M-V/def2-TZVPD) on a single C5H10O molecule.

Geometry as ORCA input:
```
! RIJCOSX wB97M-V def2-TZVPD def2/J DEFGRID3
* xyz 0 1
C 2.2617 1.0088 -0.8475
C 1.3196 1.0249 0.3556
C 0.1777 0.0816 0.1606
O -0.8566 0.2363 0.9399
C -1.9544 -0.4665 0.9726
C -2.1672 -1.5080 -0.0481
H 2.7267 0.0237 -0.9691
H 3.0628 1.7447 -0.7257
H 1.7194 1.2415 -1.7702
H 1.8984 0.7859 1.2633
H 0.9276 2.0402 0.5034
H 0.2206 -0.7943 -0.4784
H -2.6905 -0.0750 1.6585
H -1.9927 -1.0882 -1.0596
H -3.1866 -1.8986 0.0003
H -1.4664 -2.3570 0.0445
*
```

Calculated values
Kohn-Sham gap (alpha / beta) (hartree): 0.2927 / 0.2922
Molecular weight (Da): 86.134
Energy above the lowest of the compared OMol25 structures with the same formula, charge and spin (eV): 3.310
E_LUMO (alpha / beta) (eV): 1.144 / 1.136
Electronic energy (eV): -7391.4549

Atom charges from the natural (NBO) analysis, given in e for atoms 1 to 6: number 1, C, carries -0.599; number 2, C, carries -0.460; number 3, C, carries 0.031; number 4, O, carries -0.349; number 5, C, carries 0.063; number 6, C, carries -0.705

=====

Entry 4:
ORCA calculation (wB97M-V/def2-TZVPD) on a molecular structure, C14H12Br4N2O5.

Geometry as ORCA input:
```
! RIJCOSX wB97M-V def2-TZVPD def2/J DEFGRID3
* xyz 0 1
O -1.0137 -0.7019 -1.5965
O 1.4866 1.8480 -1.0931
O -2.5869 0.6329 2.3158
Br 4.2526 -3.8569 0.0905
Br 1.5668 -5.2425 -1.2896
Br 3.8661 -1.2619 1.9822
Br -1.4811 -4.0543 -0.7134
O 1.8479 1.1611 -3.2365
O 0.8443 -0.3597 2.2801
C -1.3443 0.2134 -0.8541
C 1.0497 1.5750 -2.2195
C -2.0717 0.9179 1.2368
C 2.4632 -3.1239 0.3828
C 1.3293 -3.7092 -0.1867
C 2.2891 -2.0062 1.2070
C 0.0666 -3.1881 0.0145
C 1.0288 -1.4540 1.4277
C -0.1030 -2.0795 0.8357
N -1.6106 -0.0860 0.4471
N -1.3461 1.5108 -1.3467
C 1.5559 0.8478 1.9117
C -0.4827 1.8307 -2.4806
C -1.4472 -1.4317 1.0275
C -1.9475 2.3957 0.8318
C -2.1265 2.5376 -0.6665
H 2.7473 1.2161 -2.8754
H 2.2239 0.7192 1.0969
H 0.8363 1.5914 1.5479
H 2.0761 1.2659 2.7695
H -0.6013 2.8652 -2.7957
H -0.7782 1.2257 -3.3118
H -2.2922 -2.0044 0.6030
H -1.5815 -1.4618 2.1038
H -0.9618 2.7814 1.1482
H -2.7273 2.9790 1.3548
H -3.1685 2.3664 -0.9285
H -1.8584 3.5406 -1.0209
*
```

Calculated values
Kohn-Sham gap (hartree): 0.3320
Molecular weight (Da): 607.875
Energy above the lowest of the compared OMol25 structures with the same formula, charge and spin (eV): 0.293
E_LUMO (eV): 0.000
Electronic energy (eV): -308100.2654

Atom charges from the natural (NBO) analysis, given in e for atoms 1 to 6: number 1, O, carries -0.635; number 2, O, carries -0.626; number 3, O, carries -0.581; number 4, Br, carries 0.098; number 5, Br, carries 0.103; number 6, Br, carries 0.096

=====

Entry 5:
ORCA calculation (wB97M-V/def2-TZVPD) on a molecular structure, C32H32BrFN6O2RhSSi.

Geometry as ORCA input:
```
! RIJCOSX wB97M-V def2-TZVPD def2/J DEFGRID3
* xyz -1 5
Rh 0.3907 -0.3132 -0.0226
C -1.6625 1.0981 2.5191
Si -0.3703 -0.1389 3.0729
C -0.0892 0.2675 4.8990
C -1.0535 -1.8970 3.1238
N 0.9719 -0.0724 2.0066
C 2.3086 -0.0169 2.2696
C 2.8825 -0.1254 3.5611
C 4.2452 -0.0551 3.7960
C 5.1502 0.1236 2.7584
C 4.6398 0.2357 1.4719
C 3.2838 0.1658 1.2654
F 2.8671 0.3200 -0.0312
H -2.6042 0.9520 3.0612
H -1.8710 1.0417 1.4478
H -1.3030 2.1101 2.7310
H -1.0689 0.2989 5.3887
H 0.3892 1.2407 5.0473
H 0.5087 -0.4946 5.4083
H -2.0768 -1.9339 3.5141
H -0.4257 -2.5077 3.7816
H -1.0406 -2.3501 2.1296
H 2.2195 -0.2792 4.4002
H 4.6052 -0.1452 4.8147
H 6.2157 0.1804 2.9382
H 5.2846 0.3858 0.6142
S -4.4002 -0.7331 -6.0615
N -2.7757 -0.5816 -5.9498
C -2.4849 -0.5858 -4.6681
C -1.1551 -0.4750 -4.0998
C -0.0197 -0.3215 -4.8612
C 1.2270 -0.2048 -4.2397
C 1.2719 -0.2386 -2.8520
N 0.2010 -0.3928 -2.0896
C -1.0432 -0.5267 -2.6710
C -2.1593 -0.6722 -1.8368
N -1.9592 -0.7097 -0.4769
C -3.0106 -0.7382 0.3136
C -4.3340 -0.7569 -0.1376
C -4.5581 -0.7615 -1.5043
C -3.4839 -0.7318 -2.3738
C -3.6358 -0.7165 -3.8130
N -4.7717 -0.8109 -4.4714
H -0.1174 -0.2895 -5.9399
H 2.1387 -0.0738 -4.8042
H 2.2169 -0.1357 -2.3316
H -2.8123 -0.7566 1.3767
H -5.1457 -0.7633 0.5767
H -5.5602 -0.7806 -1.9153
Br 1.1720 8.5038 -0.1693
C 0.6644 6.6707 -0.2991
C -0.5899 6.3527 -0.7920
C -0.9538 5.0157 -0.8761
C -0.0779 4.0166 -0.4732
C 1.1755 4.3624 0.0164
C 1.5577 5.6951 0.1065
C -0.5130 2.5649 -0.5689
O -1.6268 2.3039 -1.0053
O 0.3834 1.7459 -0.1490
H -1.2659 7.1358 -1.1062
H -1.9237 4.7243 -1.2568
H 1.8447 3.5716 0.3303
H 2.5328 5.9718 0.4836
C 1.7082 -3.5846 -1.5126
C 0.7928 -3.4670 -0.2833
C -0.5996 -4.0252 -0.6181
C 1.4017 -4.2300 0.9043
N 0.6706 -2.1057 0.0802
H 1.8586 -4.6365 -1.7646
H 2.6769 -3.1248 -1.3047
H 1.2589 -3.0742 -2.3665
H -0.5123 -5.0688 -0.9279
H -1.0521 -3.4463 -1.4261
H -1.2539 -3.9672 0.2538
H 1.4477 -5.2976 0.6785
H 0.7892 -4.0786 1.7956
H 2.4084 -3.8621 1.1140
*
```

Calculated values
Expectation value of S²: 6.0511
Kohn-Sham gap (alpha / beta) (hartree): 0.1754 / 0.2578
Molecular weight (Da): 794.609
Energy above the lowest of the compared OMol25 structures with the same formula, charge and spin (eV): 0.019
E_LUMO (alpha / beta) (eV): 2.262 / 2.368
Electronic energy (eV): -141223.2212

Atom charges from the Mulliken analysis, given in e for atoms 1 to 6: number 1, Rh, carries -0.296; number 2, C, carries -0.750; number 3, Si, carries -0.046; number 4, C, carries -1.407; number 5, C, carries -0.564; number 6, N, carries 1.195

=====

Entry 6:
ORCA calculation (wB97M-V/def2-TZVPD) on a molecular structure, C33H55BrCl22NO6PS.

Geometry as ORCA input:
```
! RIJCOSX wB97M-V def2-TZVPD def2/J DEFGRID3
* xyz 0 1
C -3.1803 1.2752 -0.8937
O -1.7756 1.4097 -0.7370
C -1.0786 0.6329 -1.7124
C -0.5263 -0.6338 -1.1164
C 0.1622 -0.6675 0.1140
P 0.4950 0.8050 1.2039
O 1.8608 0.2856 1.9496
Br 1.2824 2.4235 -0.1490
C 0.6545 -1.8705 0.6368
C 0.4649 -3.0819 -0.0181
C -0.2172 -3.0359 -1.2096
C -0.6872 -1.8567 -1.7711
C -1.3238 -2.1931 -3.0708
O -1.8514 -1.4208 -3.8338
N -1.2632 -3.5997 -3.2722
C -0.4849 -4.0776 -4.4600
S -0.9880 -3.3554 -6.0399
O 0.2085 -2.8128 -6.6176
O -1.5965 -4.4390 -6.7598
C -0.5869 -4.1397 -2.1242
O -0.3442 -5.3004 -1.9621
H -3.6631 1.9925 -0.2372
H -3.5391 0.2795 -0.6126
H -3.4871 1.5275 -1.9134
H -1.7553 0.4274 -2.5351
H -0.2639 1.2565 -2.0828
H 2.6204 0.3736 1.3487
H 1.1939 -1.8495 1.5750
H 0.8178 -4.0251 0.3775
H -0.6693 -5.1518 -4.5454
H 0.5898 -3.9713 -4.2994
H -1.9387 -2.4344 -5.7697
Cl -5.1913 4.5342 2.5581
C -3.7126 4.2604 3.5213
C -2.4539 4.4359 2.7169
Cl -2.2419 3.1449 1.5039
H -3.7491 3.2534 3.9270
H -3.7309 4.9815 4.3373
H -1.5945 4.3821 3.3747
H -2.4347 5.3904 2.1984
Cl -3.0825 7.8991 4.7620
C -1.6108 7.6227 5.7303
C -0.3566 7.7732 4.9104
Cl -0.1919 6.4655 3.7067
H -1.6806 6.6304 6.1695
H -1.6124 8.3579 6.5330
H 0.5166 7.7230 5.5588
H -0.3355 8.7204 4.3777
Cl -2.7898 1.1992 4.9885
C -4.3743 0.6926 5.6360
C -4.4738 -0.8052 5.7664
Cl -4.5236 -1.6175 4.1816
H -5.1476 1.0907 4.9827
H -4.4792 1.1553 6.6161
H -5.3944 -1.0674 6.2856
H -3.6332 -1.2108 6.3241
Cl -3.0418 -3.5819 -11.3982
C -3.5556 -2.1285 -10.5013
C -2.3926 -1.4111 -9.8654
Cl -1.6647 -2.3462 -8.5333
H -4.2873 -2.4366 -9.7591
H -4.0458 -1.4712 -11.2178
H -2.7352 -0.4658 -9.4460
H -1.6090 -1.2048 -10.5902
Cl -0.6345 -10.6291 -4.5632
C -1.7824 -9.3712 -4.0357
C -2.0301 -8.3401 -5.1059
Cl -0.5965 -7.3276 -5.4088
H -1.3877 -8.9151 -3.1312
H -2.7164 -9.8752 -3.7924
H -2.8296 -7.6708 -4.7913
H -2.3167 -8.8000 -6.0481
Cl 3.0586 -2.8717 -1.5578
C 4.6286 -2.1469 -1.9986
C 5.3077 -1.4799 -0.8318
Cl 4.4525 0.0069 -0.3290
H 4.4584 -1.4421 -2.8086
H 5.2510 -2.9585 -2.3724
H 6.3118 -1.1753 -1.1210
H 5.3797 -2.1410 0.0293
Cl -6.9766 -0.6903 -4.9051
C -5.2579 -0.9708 -4.5236
C -4.3423 -0.4398 -5.5943
Cl -4.4667 -1.3727 -7.1133
H -5.1170 -2.0387 -4.3758
H -5.0523 -0.4604 -3.5838
H -3.3096 -0.5154 -5.2573
H -4.5565 0.6012 -5.8233
Cl -0.9290 -2.2207 5.8366
C 0.4076 -1.2335 6.4825
C 1.3090 -0.7202 5.3890
Cl 2.2297 -2.0342 4.6179
H 0.9525 -1.8406 7.2009
H -0.0405 -0.3925 7.0101
H 2.0322 -0.0219 5.8074
H 0.7454 -0.2078 4.6122
Cl 4.3314 6.1414 2.4038
C 2.7559 6.1602 1.5649
C 2.8221 6.8663 0.2374
Cl 3.0836 8.6215 0.4217
H 2.0344 6.6250 2.2311
H 2.4657 5.1210 1.4130
H 1.8776 6.7385 -0.2891
H 3.6222 6.4729 -0.3846
Cl 5.8699 5.5715 6.2044
C 6.7294 6.5577 4.9929
C 7.8056 7.4105 5.6124
Cl 7.1330 8.7103 6.6309
H 5.9935 7.1628 4.4700
H 7.1748 5.8652 4.2801
H 8.3865 7.8910 4.8269
H 8.4778 6.8179 6.2276
Cl 6.4260 -3.7507 3.1564
C 5.4739 -5.2432 3.3744
C 4.4934 -5.4534 2.2511
Cl 3.1851 -4.2442 2.2777
H 4.9703 -5.1829 4.3358
H 6.1802 -6.0712 3.4031
H 4.0248 -6.4316 2.3457
H 4.9815 -5.3987 1.2810
*
```

Calculated values
Kohn-Sham gap (hartree): 0.3016
Molecular weight (Da): 1484.715
E_LUMO (eV): -0.854
Electronic energy (eV): -414550.3406

Atom charges from the Mulliken analysis, given in e for atoms 1 to 6: number 1, C, carries -0.801; number 2, O, carries 0.083; number 3, C, carries -1.678; number 4, C, carries 0.646; number 5, C, carries 0.388; number 6, P, carries 0.574

=====

- Which value of electronic energy does entry 1 give?
  -115175.1929 eV

=====

- Which value of molecular weight does entry 6 give?
  1484.715 Da

=====

- electronic energy of number 2 (C5H13N2O)?
  -10422.9864 eV

=====

- What is the formula in the fourth record?
  C14H12Br4N2O5